No. 1
Molecular formula: C19H34BBr2ClF17N12O7P
Method: DFT, the ωB97M-V functional and the def2-TZVPD basis

Cartesian coordinates (Å):
C (1.2122, 0.4283, 1.3077)
C (0.4296, 1.5491, 2.0134)
Br (1.3497, 1.8054, 3.7550)
C (0.4542, 2.8464, 1.1884)
Br (0.2640, 4.5097, 2.1920)
B (-0.5747, 2.8185, -0.0462)
C (-1.8625, 1.9189, 0.1059)
C (-2.9155, 1.9755, -1.0272)
C (-2.5925, 1.1723, -2.2703)
F (-1.9746, 1.9009, -3.1822)
F (-3.7814, 0.8237, -2.8474)
C (-1.8525, -0.1521, -2.0294)
F (-0.5902, 0.0520, -1.6968)
F (-2.4857, -0.7600, -1.0362)
C (-1.8862, -1.1349, -3.2432)
F (-1.9374, -0.5314, -4.4172)
F (-3.0085, -1.8389, -3.1380)
C (-0.7230, -2.1681, -3.2396)
F (-1.1718, -3.2348, -3.8929)
F (-0.4426, -2.6017, -2.0277)
C (0.5541, -1.7051, -4.0123)
F (0.3397, -2.0091, -5.2927)
F (0.7525, -0.3988, -3.9675)
C (1.8538, -2.4526, -3.6065)
F (2.6755, -2.3813, -4.6533)
F (1.5989, -3.7307, -3.4432)
C (2.6171, -1.8572, -2.3893)
F (3.1393, -2.8846, -1.7263)
F (1.8272, -1.2173, -1.5439)
C (3.8124, -0.9251, -2.7521)
F (4.8613, -1.6050, -3.1093)
F (4.1264, -0.2777, -1.6461)
F (3.5094, -0.0297, -3.6503)
P (-0.1421, 3.8673, -1.6239)
O (0.6936, 5.1832, -1.1354)
Cl (1.3240, 2.6158, -2.4680)
H (0.5411, -0.3451, 0.9270)
H (1.8898, -0.0543, 2.0030)
H (1.8084, 0.8006, 0.4732)
H (-0.5658, 1.2205, 2.2841)
H (1.4468, 2.8956, 0.7374)
H (-1.5230, 0.9096, 0.3345)
H (-2.3592, 2.2751, 1.0147)
H (-3.1338, 3.0073, -1.2908)
H (-3.8372, 1.5562, -0.6302)
H (1.5483, 4.9673, -0.7238)
N (2.3046, 8.9726, 0.5097)
C (2.4841, 7.7609, 1.1143)
N (2.8985, 7.8150, 2.4153)
O (2.2873, 6.7086, 0.5376)
H (2.4597, 9.8510, 0.9660)
H (1.9988, 8.9657, -0.4460)
H (3.0381, 6.9402, 2.8875)
H (3.0659, 8.6693, 2.9113)
N (5.6047, -0.6777, 4.7546)
C (4.2373, -0.7395, 4.7065)
N (3.6302, -1.1450, 5.8555)
O (3.6075, -0.4489, 3.7042)
H (6.1433, -0.9096, 5.5669)
H (6.0794, -0.3799, 3.9227)
H (2.6249, -1.1843, 5.8602)
H (4.1286, -1.3857, 6.6908)
N (0.5128, -5.2147, -7.4047)
C (0.8105, -6.4243, -6.8403)
N (1.1861, -6.3691, -5.5269)
O (0.7458, -7.4692, -7.4591)
H (0.5594, -4.3430, -6.9114)
H (0.2326, -5.2163, -8.3678)
H (1.4118, -7.2371, -5.0780)
H (1.2457, -5.5184, -5.0013)
N (-5.8762, 1.2655, -5.2663)
C (-7.2317, 1.1054, -5.3117)
N (-7.8079, 0.7366, -4.1264)
O (-7.8798, 1.2765, -6.3267)
H (-5.3263, 1.1289, -4.4395)
H (-5.4188, 1.5352, -6.1173)
H (-8.8028, 0.6092, -4.1218)
H (-7.2927, 0.5896, -3.2796)
N (-0.6008, -0.1102, 8.3600)
C (0.3943, -0.8068, 7.7533)
N (0.4497, -2.1417, 8.0692)
O (1.1811, -0.2916, 6.9778)
H (-1.2596, -0.5192, 8.9957)
H (-0.6711, 0.8679, 8.1450)
H (1.1783, -2.6846, 7.6416)
H (-0.1849, -2.5933, 8.7033)
N (-0.7268, -3.1255, 5.5436)
C (-2.0308, -3.4924, 5.3950)
N (-2.3892, -3.8881, 4.1362)
O (-2.8229, -3.4687, 6.3226)
H (-0.0561, -3.1348, 4.7975)
H (-0.4400, -2.8261, 6.4688)
H (-3.3435, -4.1642, 3.9967)
H (-1.7552, -3.9149, 3.3607)

Atoms 1-2, force components in eV/Å:
-0.3431 -0.1545 -0.2030
1.0045 0.3119 0.5549

## Properties
Highest occupied orbital energy in eV: -8.6
Net charge: 0
Maximum force in eV Å⁻¹: 1.7



No. 2
Molecular formula: C19H34BrO12P
Method: DFT, the ωB97M-V functional and the def2-TZVPD basis

Cartesian coordinates (Å):
C (-0.8445, -1.6592, 2.3887)
C (-1.7752, -1.9574, 1.2504)
C (-3.2523, -1.9837, 1.5756)
O (-3.7621, -2.8751, 0.5670)
C (-2.7644, -3.7204, 0.2269)
O (-2.9047, -4.6885, -0.4498)
O (-1.5942, -3.3072, 0.7512)
H (0.1913, -1.7342, 2.0632)
H (-1.0118, -0.6436, 2.7425)
H (-0.9940, -2.3587, 3.2130)
H (-1.5875, -1.2774, 0.4149)
H (-3.7439, -1.0185, 1.5037)
H (-3.4435, -2.4302, 2.5540)
C (-2.5016, -4.1374, -3.5032)
C (-1.6043, -4.3200, -4.6940)
C (-0.1255, -4.4397, -4.3987)
O (0.4620, -3.9606, -5.6182)
C (-0.4129, -3.0936, -6.1851)
O (-0.1646, -2.3846, -7.1015)
O (-1.6074, -3.1561, -5.5501)
H (-3.5295, -3.9739, -3.8217)
H (-2.4688, -5.0161, -2.8638)
H (-2.1927, -3.2707, -2.9185)
H (-1.9339, -5.1671, -5.3035)
H (0.2111, -5.4516, -4.1941)
H (0.1759, -3.7752, -3.5855)
C (6.3850, 6.2347, 6.8780)
C (6.0913, 5.8739, 5.4483)
C (7.0625, 6.3941, 4.4100)
O (6.2308, 6.4729, 3.2414)
C (4.9575, 6.6713, 3.6559)
O (4.0524, 6.9592, 2.9457)
O (4.8654, 6.4872, 4.9927)
H (5.5901, 5.8834, 7.5335)
H (7.3205, 5.7714, 7.1911)
H (6.4672, 7.3155, 6.9941)
H (5.9700, 4.7918, 5.3385)
H (7.9107, 5.7428, 4.2211)
H (7.4110, 7.4006, 4.6522)
C (-6.2993, -3.7075, -2.7674)
C (-7.6233, -3.5888, -3.4691)
C (-7.5903, -3.6539, -4.9809)
O (-8.7603, -2.9029, -5.3356)
C (-8.9932, -2.0079, -4.3434)
O (-9.7705, -1.1164, -4.4045)
O (-8.2064, -2.2836, -3.2752)
H (-6.4155, -3.5650, -1.6943)
H (-5.8712, -4.6956, -2.9358)
H (-5.6021, -2.9501, -3.1271)
H (-8.3358, -4.3213, -3.0778)
H (-7.6544, -4.6584, -5.3889)
H (-6.7148, -3.1410, -5.3867)
C (5.6203, 1.8586, 1.4539)
C (5.1296, 3.2453, 1.0606)
C (4.0635, 3.7959, 2.0040)
P (2.4039, 2.9265, 1.7660)
Br (0.2980, 1.7454, 1.4227)
H (5.8227, 1.8327, 2.5259)
H (6.5389, 1.5888, 0.9407)
H (4.8839, 1.0811, 1.2535)
H (4.7378, 3.2396, 0.0404)
H (5.9837, 3.9230, 1.0478)
H (3.9445, 4.8646, 1.8604)
H (4.3955, 3.6474, 3.0349)
H (2.3443, 2.3965, 3.0465)
H (2.8410, 2.1700, 0.6907)
H (1.6939, 4.0789, 1.4729)

Atoms 1-2, force components in eV/Å:
0.0713 -0.2498 0.1369
-0.0117 0.0617 -0.0151

## Properties
Highest occupied orbital energy in eV: -9.4
Net charge: 0
Maximum force in eV Å⁻¹: 1.6